{
  "formula": "C3H39N2O16",
  "method": "ωB97M-V/def2-TZVPD",
  "multiplicity": 2,
  "gap_ev": [9.1, 3.7],
  "lumo_ev": [-6.68, -12.05],
  "e_tot_ha": -1450.32989,
  "s_squared": 0.77,
  "homo_ha": [-0.579, -0.579],
  "charge": 2,
  "symbols": ["N", "C", "C", "C", "N", "O", "H", "H", "H", "H", "H", "H", "H", "H", "H", "H", "H", "O", "H", "H", "O", "H", "H", "O", "H", "H", "O", "H", "H", "O", "H", "H", "O", "H", "H", "O", "H", "H", "O", "H", "H", "O", "H", "H", "O", "H", "H", "O", "H", "H", "O", "H", "H", "O", "H", "H", "O", "H", "H", "O"],
  "positions_angstrom": [[-0.15445, 2.66043, 1.36959], [-0.30971, 2.38944, -0.08282], [0.36243, 3.52290, -0.90384], [0.49796, 1.10129, -0.40572], [0.74715, 0.75626, -1.69204], [0.65511, 0.37616, 0.56350], [-0.76503, 1.89731, 1.79408], [-0.35616, 3.59864, 1.68072], [0.83693, 2.35033, 1.78032], [-1.33352, 2.36074, -0.45763], [0.42892, 3.21393, -1.99578], [1.40921, 3.84322, -0.70213], [-0.31974, 4.36078, -1.01954], [1.00354, -0.20098, -1.96313], [0.47526, 1.36458, -2.43190], [0.60531, -2.38441, -2.50347], [1.37064, -2.67783, -1.21637], [1.26627, -2.07990, -1.93393], [-1.05769, -3.28922, -0.32654], [-1.18869, -4.01460, -1.64257], [-0.71795, -4.05662, -0.71690], [2.03581, 3.13179, 1.28105], [2.86293, 2.26399, 2.20604], [2.17769, 2.96363, 2.20939], [3.47022, -0.86695, 1.74438], [3.00145, -0.07422, 3.10087], [3.23579, -0.02534, 2.11882], [2.73802, -1.16757, -2.05681], [3.25620, -0.47375, -0.71322], [3.52108, -0.78140, -1.63106], [-3.52774, -1.67950, -3.14927], [-2.98907, -0.78912, -1.90381], [-3.31430, -1.67268, -2.17105], [1.26868, -3.11923, 1.62101], [2.62786, -3.47835, 1.72355], [2.03091, -2.89165, 2.13752], [-1.03372, -1.56547, 1.63901], [0.27033, -1.11361, 0.89008], [-0.25570, -1.86876, 1.17637], [-4.05334, -1.46825, -0.49123], [-4.71208, -1.53614, 0.88565], [-4.19993, -0.97461, 0.35340], [-2.57874, 0.67776, -4.47070], [-3.77610, 0.17014, -3.63394], [-2.90298, -0.03202, -3.92558], [3.18474, 0.98397, -1.59155], [3.38583, 2.54724, -2.09849], [2.82228, 1.88509, -1.66930], [-0.45311, 0.77255, 3.93268], [-0.93349, 2.28302, 4.31742], [-0.59227, 1.66640, 3.66966], [0.60538, -1.64459, 4.50416], [1.57058, -1.67132, 3.45187], [1.30932, -1.11312, 4.20414], [-3.77230, 0.78667, 1.09601], [-3.43322, 0.88782, 2.52033], [-2.99162, 1.03728, 1.62622], [-1.26590, -1.62507, -3.07581], [-1.05328, -2.97385, -3.93604], [-0.99199, -2.54327, -3.08565]]
}


{
  "formula": "C3H3AgLiO3",
  "method": "ωB97M-V/def2-TZVPD",
  "de_lowest_kj_mol": 156.20,
  "multiplicity": 2,
  "gap_ev": [6.2, 4.7],
  "lumo_ev": [-0.27, -1.82],
  "e_tot_ha": -496.21682,
  "s_squared": 0.76,
  "homo_ha": [-0.238, -0.238],
  "charge": 0,
  "symbols": ["O", "C", "C", "H", "H", "H", "Ag", "O", "C", "O", "Li"],
  "positions_angstrom": [[-0.26637, -0.67392, 1.26894], [0.90157, -0.40461, 1.62415], [1.30305, 0.93989, 1.92159], [1.70397, -1.14584, 1.45494], [2.33934, 1.23839, 1.75397], [0.58201, 1.54346, 2.48289], [-2.10358, 0.40627, 0.45503], [-1.15227, 2.62217, 0.45117], [-2.41026, 2.85486, 0.52081], [-2.86314, 4.02658, 0.23429], [-4.42975, 3.09386, 0.51149]]
}


{
  "formula": "C3H3AgLiO3",
  "method": "ωB97M-V/def2-TZVPD",
  "de_lowest_kj_mol": 0.00,
  "multiplicity": 3,
  "gap_ev": [9.6, 7.8],
  "lumo_ev": [-14.11, -18.89],
  "e_tot_ha": -494.94852,
  "s_squared": 2.01,
  "homo_ha": [-0.870, -0.981],
  "charge": 3,
  "symbols": ["O", "C", "C", "O", "O", "C", "Ag", "H", "H", "H", "Li"],
  "positions_angstrom": [[0.29871, 0.83670, 0.00994], [-0.05722, -0.35071, 0.17224], [-1.96635, 1.67925, -0.05804], [0.67314, -1.32275, -0.11470], [-1.39534, -0.61286, 0.29155], [-2.30844, 0.29486, 0.00296], [2.38853, 0.16836, -0.25400], [-2.26274, 2.21030, -0.96550], [-1.62270, 2.21928, 0.82512], [-3.14527, -0.12014, -0.56079], [0.10627, -3.17103, -0.48250]]
}


{
  "formula": "C3H3AgLiO4",
  "method": "ωB97M-V/def2-TZVPD",
  "de_lowest_kj_mol": 243.68,
  "multiplicity": 2,
  "gap_ev": [3.4, 5.9],
  "lumo_ev": [-0.13, -0.26],
  "e_tot_ha": -571.49020,
  "s_squared": 0.79,
  "homo_ha": [-0.130, -0.228],
  "charge": 0,
  "symbols": ["O", "C", "C", "H", "H", "C", "O", "O", "Li", "Ag", "O", "H"],
  "positions_angstrom": [[-0.21417, 0.35934, -1.05136], [-0.63978, 1.37504, -0.45059], [-2.07982, 1.26162, -0.00704], [-2.65543, 1.98937, -0.60573], [-2.14366, 1.58437, 1.04704], [1.53608, -2.35981, 0.04512], [0.39443, -2.48982, -0.17400], [2.59026, -2.00343, 0.37316], [-1.22309, -1.24644, -0.77990], [0.79970, 3.25679, -0.24758], [-2.57351, -0.06326, -0.16997], [-3.51209, -0.11915, 0.02317]]
}